Below is a structure of composition C31H31N10O3RuS, with properties calculated with ωB97M-V with the def2-TZVPD basis set.

Geometry as XYZ:
```
77
Properties=species:S:1:pos:R:3:mulliken_charge:R:1
Ru 1.3112 -0.9755 -0.8617 0.948
C -0.2767 -1.9718 4.2213 -1.424
N -0.1293 -2.1250 2.7640 1.098
C 0.2971 -1.2533 1.8676 -0.806
N 0.2650 -1.8293 0.6574 0.309
C -0.2119 -3.0873 0.9110 -0.593
N -0.4713 -3.2840 2.1700 -0.922
C -1.6472 -1.4936 4.6243 1.167
C -2.4475 -2.2536 5.4645 -0.793
C -3.6732 -1.7540 5.8901 -0.685
C -4.1013 -0.5030 5.4824 -0.967
C -3.3023 0.2535 4.6305 -0.001
C -2.0801 -0.2443 4.2043 -0.107
C -3.7130 1.5939 4.2119 0.622
N -4.6564 2.3383 4.6551 -0.441
N -4.5835 3.5314 3.9395 -0.477
C -3.6021 3.4048 3.1251 0.518
O -2.9877 2.1946 3.2307 -0.267
C -3.0785 4.3383 2.1267 -0.187
C -3.4361 5.6778 2.1428 -0.961
C -2.9169 6.5294 1.1788 -0.586
C -2.0609 6.0472 0.2008 -0.898
C -1.7157 4.6994 0.1779 1.055
C -0.8134 4.2011 -0.9289 -1.146
N -0.6519 2.7474 -0.9358 0.629
C 0.4038 2.0169 -0.5984 -0.349
N 0.0986 0.7308 -0.7370 0.888
C -1.1980 0.7466 -1.1677 -0.848
N -1.6771 1.9525 -1.2984 -0.726
C -2.2192 3.8519 1.1466 -0.176
H 0.4963 -1.2722 4.5400 0.335
H -0.0522 -2.9480 4.6436 0.437
H 0.6526 -0.2614 2.0835 0.672
H -0.4352 -3.8245 0.1597 0.595
H -2.1167 -3.2299 5.7962 0.414
H -4.2934 -2.3452 6.5495 0.423
H -5.0476 -0.1002 5.8177 0.536
H -1.4561 0.3708 3.5658 0.593
H -4.1108 6.0410 2.9061 0.536
H -3.1862 7.5765 1.1864 0.418
H -1.6731 6.7218 -0.5533 0.461
H 0.1853 4.6328 -0.8568 0.357
H -1.2260 4.4652 -1.9023 0.418
H 1.3524 2.4157 -0.2786 0.551
H -1.7737 -0.1390 -1.3809 0.582
H -1.9827 2.7973 1.1435 0.711
C 3.5346 -0.7861 1.0567 -0.887
O 2.4174 -0.1845 0.4212 -0.526
H 3.7091 -0.2361 1.9826 0.281
H 4.4359 -0.7017 0.4477 0.331
H 3.3520 -1.8358 1.3005 0.346
N 6.8838 -2.4109 -3.3902 -0.380
C 5.9020 -2.7656 -2.9133 -0.261
C 4.6684 -3.2143 -2.3350 0.158
C 4.2991 -4.5567 -2.3330 -0.317
C 3.0695 -4.8905 -1.7926 -0.898
C 2.2627 -3.8918 -1.2811 0.007
N 2.6211 -2.5986 -1.2614 0.674
C 3.8062 -2.2766 -1.7866 -0.218
H 4.9568 -5.3071 -2.7503 0.561
H 2.7293 -5.9157 -1.7684 0.496
H 1.2976 -4.1327 -0.8655 -0.010
H 4.0763 -1.2279 -1.7877 0.696
O 1.2107 -0.6597 -2.8859 -0.721
S 1.6011 -1.5586 -4.1131 0.495
C 0.0788 -1.5543 -5.1084 -0.668
C 0.4607 -0.9704 -6.4661 -0.615
C 1.4416 0.1598 -6.1752 -0.607
C 2.4817 -0.4278 -5.2268 -0.739
H -0.5952 -0.8965 -4.5572 0.235
H -0.3279 -2.5627 -5.1368 0.445
H -0.4324 -0.6264 -6.9857 0.359
H 0.9294 -1.7332 -7.0907 0.318
H 0.9289 0.9967 -5.6984 0.293
H 1.9209 0.5324 -7.0788 0.389
H 2.9989 0.2903 -4.5915 0.390
H 3.2231 -1.0390 -5.7445 0.462
```

**⟨S²⟩**: 0.754
**HOMO (alpha / beta)**: -0.46489 / -0.46489 Eh
**Multiplicity**: 2
**Energy above the lowest of the compared OMol25 structures with the same formula, charge and spin**: 6.7 kJ/mol
**Net charge**: +2

Below is a cluster of 2 separate species, C5H4N5 in total at a distorted geometry, with properties calculated with ωB97M-V with the def2-TZVPD basis set.

Geometry as XYZ:
```
14
Properties=species:S:1:pos:R:3:mulliken_charge:R:1
C 1.4422 -0.6943 0.2312 -0.104
C -2.6277 0.4957 0.0437 -0.116
C 3.7716 0.0730 0.0446 0.334
C -0.9596 -1.1351 -0.1811 0.163
C -1.2605 0.2727 -0.4960 0.594
N -3.5286 1.0133 0.5110 -0.259
N 4.7417 0.6335 0.0635 -0.189
N -1.2568 -2.1965 0.2005 -0.086
N 2.5496 -0.3744 0.0968 -0.003
N -0.4109 1.2770 0.0765 -0.501
H -1.2927 0.4984 -1.5818 0.305
H -0.8300 -3.1445 0.2944 0.378
H -0.6608 1.5799 1.1059 0.267
H 0.3226 1.7012 -0.4091 0.216
```

**HOMO**: -0.54450 Eh
**Multiplicity**: 1
**Energy above the lowest of the compared OMol25 structures with the same formula, charge and spin**: 233.7 kJ/mol
**Net charge**: +1

Below is the molecule C3H3NOS at a distorted geometry, with properties calculated with ωB97M-V with the def2-TZVPD basis set.

Geometry as XYZ:
```
9
Properties=species:S:1:pos:R:3:mulliken_charge:R:1
C -0.0950 0.9411 -0.3993 0.010
C -0.4356 0.1657 0.6723 -0.501
C 0.2384 1.0902 -1.6278 -0.172
N 1.4300 -1.7989 -0.0667 -0.533
O -0.3792 -2.1508 1.7349 -0.558
S 0.2651 -1.4143 0.6947 0.676
H -0.8513 1.6634 -0.0710 0.295
H -1.1056 0.2986 1.4420 0.419
H 0.9332 1.2050 -2.3789 0.364
```

**HOMO (alpha / beta)**: -0.33909 / -0.33886 Eh
**Multiplicity**: 1
**Energy above the lowest of the compared OMol25 structures with the same formula, charge and spin**: 763.3 kJ/mol

Below is a structure of composition BaH42O21 at a distorted geometry, with properties calculated with ωB97M-V with the def2-TZVPD basis set.

Geometry as XYZ:
```
64
Properties=species:S:1:pos:R:3:mulliken_charge:R:1
Ba 3.4455 -12.1563 -4.6184 0.746
O 1.5717 -16.4145 -3.9043 -0.560
H 1.9431 -16.2420 -3.0391 0.285
H 1.0637 -17.2179 -3.7915 0.268
O 1.1239 -10.5254 -5.3297 -0.353
H 0.3225 -10.7799 -5.7870 0.193
H 1.3540 -9.6749 -5.7038 0.281
O 6.1466 -12.1024 -5.5716 0.131
H 6.6623 -12.7731 -5.1240 0.095
H 6.7454 -11.7324 -6.2203 0.173
O 4.5487 -14.5867 -5.6747 -0.329
H 5.1010 -15.0052 -5.0144 0.162
H 5.1288 -14.4554 -6.4247 0.360
O 1.7419 -8.3267 -6.8688 -0.607
H 1.6616 -7.3833 -6.7284 0.294
H 2.5747 -8.4310 -7.3290 0.275
O 4.4154 -9.9352 -2.5430 -0.297
H 3.8728 -9.5369 -1.8625 0.187
H 5.0910 -9.2818 -2.7244 0.195
O 1.2064 -13.7667 -5.1954 -0.172
H 1.5052 -14.6760 -5.2080 0.208
H 0.2554 -13.8279 -5.1052 0.156
O 7.2112 -14.3984 -4.3435 -0.553
H 8.1190 -14.2568 -4.6121 0.248
H 7.2551 -15.1273 -3.7245 0.242
O 1.3682 -11.8198 -2.6838 -0.422
H 0.9663 -11.1180 -2.1717 0.204
H 0.6507 -12.1751 -3.2085 0.271
O 0.1087 -12.5387 -8.2259 -0.530
H 0.7625 -12.8929 -8.8286 0.270
H -0.6277 -12.2951 -8.7868 0.287
O 6.8864 -12.3686 -1.8311 -0.593
H 7.1930 -12.1774 -0.9447 0.275
H 6.1995 -11.7218 -1.9922 0.309
O 8.6661 -11.7839 -4.0586 -0.584
H 8.1067 -11.8899 -3.2891 0.407
H 8.2398 -11.0980 -4.5725 0.281
O 3.3595 -11.2558 0.2864 -0.574
H 3.7701 -11.6258 1.0680 0.309
H 4.0208 -10.6661 -0.0758 0.263
O 2.7103 -8.0279 -1.9042 -0.562
H 2.2042 -7.8534 -2.6977 0.279
H 2.6718 -7.2091 -1.4101 0.283
O 6.2774 -14.1564 -7.8739 -0.573
H 6.0567 -13.8907 -8.7667 0.257
H 7.2343 -14.1572 -7.8534 0.257
O 3.7961 -13.7342 -2.4154 -0.360
H 3.1015 -13.4023 -1.8466 0.218
H 4.2992 -14.3281 -1.8583 0.156
O 3.1309 -12.2672 -7.3298 -0.029
H 3.4371 -11.5221 -7.8467 0.163
H 2.4425 -12.6632 -7.8642 -0.041
O 7.9692 -9.3286 -5.3240 -0.652
H 7.3428 -9.1857 -4.6144 0.247
H 8.2177 -8.4481 -5.6055 0.317
O -1.2973 -12.9037 -3.9967 -0.570
H -1.9182 -13.1063 -3.2969 0.281
H -1.5871 -12.0573 -4.3370 0.286
O 2.6038 -15.2048 -7.4396 -0.564
H 2.4503 -14.5789 -8.1473 0.211
H 3.3637 -14.8574 -6.9725 0.359
O 4.6219 -9.5966 -5.4940 -0.078
H 4.8293 -8.7137 -5.1878 0.149
H 4.7552 -9.5596 -6.4411 0.166
```

**HOMO**: -0.56208 Eh
**Multiplicity**: 1
**Energy above the lowest of the compared OMol25 structures with the same formula, charge and spin**: 88.3 kJ/mol
**Net charge**: +2

Below is a structure of composition C35H36N4O2PdSi at a distorted geometry, with properties calculated with ωB97M-V with the def2-TZVPD basis set.

Geometry as XYZ:
```
79
Properties=species:S:1:pos:R:3:mulliken_charge:R:1
Pd -0.9513 -0.9151 0.7991 0.088
C -2.8455 -1.0511 1.9810 -0.895
Si -3.4002 -1.7265 0.3416 0.506
C -3.3123 -0.2466 -0.9724 -0.958
N -1.9916 0.3638 -0.9578 1.206
C -1.9083 1.7591 -0.5426 -1.289
C -2.4018 2.6972 -1.6601 -0.780
C -1.9758 2.1534 -3.0319 -0.650
C -0.7222 1.2931 -2.8933 -0.757
C -1.0519 0.0515 -2.0451 -0.513
C -2.0139 -2.8875 -0.2780 0.931
C -1.9273 -3.2259 -1.6347 -0.592
C -0.8741 -3.9757 -2.1221 -0.772
C 0.1321 -4.4101 -1.2598 -0.414
C 0.0473 -4.1354 0.0917 -1.001
C -1.0119 -3.3722 0.5957 -0.487
C -5.0912 -2.5195 0.1725 0.523
C -6.2478 -1.7553 0.3351 -0.443
C -7.4973 -2.3470 0.2435 -0.706
C -7.6027 -3.7083 -0.0054 -0.444
C -6.4601 -4.4814 -0.1472 -0.715
C -5.2075 -3.8914 -0.0592 -0.236
H -2.6812 -1.7273 2.8159 0.443
H -3.1150 -0.0484 2.2923 0.402
H -4.0719 0.4843 -0.6879 0.584
H -3.5662 -0.6511 -1.9550 0.365
H -0.8618 1.9766 -0.3161 0.297
H -2.4849 1.9055 0.3706 0.392
H -1.9693 3.6843 -1.4840 0.451
H -3.4858 2.8018 -1.6191 0.264
H -1.7907 2.9751 -3.7228 0.435
H -2.7751 1.5452 -3.4613 0.275
H 0.0809 1.8760 -2.4344 0.267
H -0.3698 0.9643 -3.8713 0.486
H -0.1142 -0.3530 -1.6275 -0.172
H -1.4881 -0.7179 -2.6811 0.429
H -2.7235 -2.9277 -2.3073 0.579
H -0.8353 -4.2336 -3.1721 0.461
H 0.9590 -4.9920 -1.6449 0.464
H 0.7814 -4.5480 0.7738 0.575
H -1.1418 -3.3170 1.6744 0.367
H -6.1741 -0.6919 0.5354 0.304
H -8.3875 -1.7454 0.3705 0.404
H -8.5784 -4.1679 -0.0861 0.396
H -6.5392 -5.5460 -0.3232 0.399
H -4.3187 -4.5012 -0.1723 0.342
C 5.7506 3.7837 -3.0301 -0.826
O 6.5973 3.1467 -2.0690 -0.369
C 6.2122 3.0274 -0.8245 0.939
C 7.1548 2.4602 0.0659 -0.664
C 6.8458 2.2704 1.3761 -0.279
C 5.5397 2.5690 1.8409 0.069
C 4.6140 3.1941 0.9637 -0.355
C 4.9485 3.4325 -0.3370 -0.448
N 5.2503 2.3132 3.1265 -0.464
N 4.1598 2.2606 3.6866 -0.130
C 2.9738 1.7590 3.4081 0.180
C 1.8353 2.3581 4.0341 -0.652
C 0.5809 2.0683 3.6273 -0.966
C 0.3367 1.1243 2.5675 0.815
O -0.7785 0.9844 2.0544 -0.232
C 1.4825 0.3214 2.1019 0.663
N 1.2064 -0.7176 1.2983 -0.286
C 2.1846 -1.5240 0.9190 -0.181
C 3.5008 -1.3482 1.3453 -1.345
C 3.8039 -0.2825 2.1602 -0.312
C 2.7855 0.6035 2.5344 0.328
H 6.3139 3.8007 -3.9568 0.250
H 5.5227 4.8085 -2.7344 0.369
H 4.8257 3.2228 -3.1741 0.361
H 8.1290 2.2038 -0.3271 0.479
H 7.5735 1.8618 2.0643 0.510
H 3.6510 3.5169 1.3390 0.499
H 4.2466 3.9400 -0.9826 0.464
H 2.0100 3.1236 4.7786 0.500
H -0.2721 2.5814 4.0499 0.528
H 1.9133 -2.3610 0.2879 0.578
H 4.2601 -2.0555 1.0441 0.480
H 4.8073 -0.1614 2.5439 0.688
```

**HOMO (alpha / beta)**: -0.44305 / -0.44304 Eh
**Multiplicity**: 1
**Net charge**: +2

Below is a structure of composition C6H14AlF4N4O at a distorted geometry, with properties calculated with ωB97M-V with the def2-TZVPD basis set.

Geometry as XYZ:
```
30
Properties=species:S:1:pos:R:3:mulliken_charge:R:1
N 1.9151 -0.9467 -0.5755 -0.432
C 1.2042 0.4095 -0.6049 0.082
N 2.0973 1.4093 0.1594 -0.688
N 1.1630 0.9046 -2.0339 -0.511
C -0.2416 0.4202 0.1746 -0.754
C -1.4187 -0.4710 -0.5379 0.350
C -2.3139 0.1585 -1.7585 -0.650
C -3.0554 1.4505 -1.0300 -0.439
N -3.4224 0.8066 0.3233 -0.457
C -2.6128 -0.4613 0.6313 0.152
O -2.8237 -1.3818 1.6127 -0.561
H 2.9213 -0.7068 -0.8204 0.334
H 1.6073 -1.5502 -1.3905 0.288
H 1.6747 2.3685 -0.0157 0.322
H 1.8714 1.1915 1.1765 0.327
H 1.1624 1.9452 -2.1080 0.259
H 0.4096 0.4571 -2.6011 0.212
H -0.6216 1.5323 0.3847 0.118
H -0.0827 -0.0464 1.2619 0.346
H -1.1946 -1.5528 -0.9240 0.275
H -3.2468 -0.5713 -1.9081 0.327
H -1.8460 0.2999 -2.8244 0.258
H -2.2261 2.2804 -0.9614 0.215
H -4.0664 1.8315 -1.5120 0.291
H -3.0216 1.5547 0.9638 0.334
F 2.2344 -0.7738 2.8520 -0.447
Al 3.2336 -2.2664 2.9836 0.908
F 4.0066 -2.3299 4.6091 -0.478
F 4.5094 -2.2488 1.7125 -0.492
F 2.1841 -3.7129 2.7609 -0.489
```

**HOMO**: -0.25015 Eh
**Multiplicity**: 1
**Energy above the lowest of the compared OMol25 structures with the same formula, charge and spin**: 459.5 kJ/mol
**Net charge**: -1